Record 1
Formula: C8H23BrClN3O3P
Source: the OMol25 dataset
Level of theory: ωB97M-V/def2-TZVPD

Values from the calculation:
Maximum force in eV Å⁻¹: 4.00
Charge: -1
Total energy in Eh: -4084.1512

Last column: natural (NBO) charge in e.
Element x y z (Å)
1 O 6.1193 -2.6284 4.9224  -1.033
2 P 6.1310 -0.8583 5.0722  1.124
3 Cl 8.0132 -0.0720 4.4538  -0.432
4 N 4.8540 -0.3564 3.8781  -1.132
5 Br 3.2520 -0.5277 4.8869  0.002
6 H 5.7347 -2.8627 4.0058  0.477
7 C 3.0454 -2.0940 -0.2826  -0.615
8 C 2.2032 -2.9567 0.6536  -0.080
9 C 0.6858 -2.8799 0.3648  -0.073
10 O 0.0576 -1.6851 0.8383  -0.550
11 C 0.1883 -0.5702 -0.0298  -0.255
12 N 2.5065 -2.5899 2.0448  -0.806
13 H 2.9866 -1.0297 -0.0418  0.213
14 H 4.1019 -2.3770 -0.2128  0.223
15 H 2.7351 -2.2269 -1.3242  0.186
16 H 2.5134 -3.9973 0.4981  0.178
17 H 0.1997 -3.7007 0.9045  0.177
18 H 0.4690 -3.0387 -0.6985  0.151
19 H 0.1789 -0.8631 -1.0843  0.155
20 H 1.0998 -0.0175 0.2055  0.178
21 H -0.6581 0.1003 0.1490  0.197
22 H 2.0115 -3.2311 2.6662  0.346
23 H 2.0586 -1.6868 2.2250  0.369
24 C -2.0646 2.4350 -2.6926  -0.616
25 C -2.9069 1.5723 -1.7565  -0.083
26 C -4.4242 1.6492 -2.0452  -0.076
27 O -5.0524 2.8440 -1.5718  -0.550
28 C -4.9218 3.9589 -2.4398  -0.248
29 N -2.6035 1.9391 -0.3652  -0.822
30 H -2.1234 3.4993 -2.4518  0.202
31 H -1.0081 2.1521 -2.6229  0.224
32 H -2.3749 2.3022 -3.7342  0.199
33 H -2.5966 0.5317 -1.9120  0.193
34 H -4.9104 0.8284 -1.5055  0.185
35 H -4.6410 1.4904 -3.1086  0.162
36 H -4.9312 3.6659 -3.4943  0.167
37 H -4.0102 4.5116 -2.2045  0.168
38 H -5.7681 4.6293 -2.2610  0.186
39 H -3.0986 1.2980 0.2561  0.355
40 H -3.0515 2.8423 -0.1851  0.356

***

Record 2
Formula: C8H23Cl2N5O11Si
Source: the OMol25 dataset
Level of theory: ωB97M-V/def2-TZVPD

Values from the calculation:
Maximum force in eV Å⁻¹: 0.49
Charge: 0
Total energy in Eh: -2629.4920
Structure (SMILES): C[C@@H](Cl)[C@@H](Cl)[SiH2]O.C[N+](=O)[O-].C[N+](=O)[O-].C[N+](=O)[O-].C[N+](=O)[O-].C[N+](=O)[O-]

Last column: natural (NBO) charge in e.
Element x y z (Å)
1 C -2.3342 -1.8428 0.5546  -0.648
2 C -1.3456 -1.0525 -0.2650  -0.183
3 Cl -1.4584 -1.5434 -1.9977  -0.083
4 C -1.4307 0.4656 -0.1551  -0.673
5 Cl -3.1144 1.0747 -0.1027  -0.058
6 Si -0.4815 1.1468 1.3271  1.451
7 O 1.0926 1.3540 0.9048  -1.105
8 H -3.3597 -1.5955 0.2853  0.221
9 H -2.1948 -1.6417 1.6178  0.234
10 H -2.1566 -2.9010 0.3722  0.234
11 H -0.3374 -1.3561 0.0304  0.220
12 H -1.0062 0.8930 -1.0629  0.259
13 H -0.9897 2.4743 1.7071  -0.188
14 H -0.6117 0.1742 2.4381  -0.207
15 H 1.5842 0.5963 0.5652  0.517
16 C -1.3982 -5.4572 3.2538  -0.490
17 N -0.8841 -4.1315 2.8094  0.536
18 O -1.1438 -3.1621 3.4954  -0.387
19 O -0.2525 -4.1020 1.7751  -0.373
20 H -1.9175 -5.3089 4.1921  0.227
21 H -2.0495 -5.8332 2.4693  0.249
22 H -0.5440 -6.1205 3.3506  0.236
23 C 1.2913 1.9553 -2.5075  -0.489
24 N 0.4546 2.5359 -3.5917  0.534
25 O 0.9782 3.2990 -4.3765  -0.380
26 O -0.7146 2.2104 -3.6036  -0.378
27 H 2.3018 2.3300 -2.6076  0.225
28 H 0.8377 2.2553 -1.5672  0.241
29 H 1.2517 0.8741 -2.6077  0.244
30 C 4.0956 2.5705 0.2786  -0.495
31 N 4.3702 1.3608 -0.5458  0.540
32 O 3.4491 0.5781 -0.7233  -0.425
33 O 5.4733 1.2378 -1.0227  -0.356
34 H 3.0674 2.5269 0.6141  0.257
35 H 4.8079 2.5779 1.0986  0.237
36 H 4.2901 3.4316 -0.3539  0.240
37 C -4.5431 -5.2716 -0.5322  -0.485
38 N -3.2749 -5.8339 0.0103  0.534
39 O -2.2324 -5.3245 -0.3315  -0.351
40 O -3.3683 -6.7734 0.7803  -0.403
41 H -4.2866 -4.4486 -1.1878  0.240
42 H -5.0515 -6.0787 -1.0510  0.238
43 H -5.1393 -4.9575 0.3195  0.236
44 C 2.3253 7.2125 -0.8556  -0.484
45 N 2.8418 6.0229 -0.1223  0.537
46 O 2.0694 5.1189 0.1182  -0.377
47 O 4.0170 6.0328 0.1853  -0.385
48 H 1.2742 7.0511 -1.0568  0.236
49 H 2.5028 8.0757 -0.2212  0.238
50 H 2.9149 7.3031 -1.7629  0.240

***

Record 3
Formula: C8H23CrN3O10P3
Source: the OMol25 dataset
Level of theory: ωB97M-V/def2-TZVPD

Values from the calculation:
Maximum force in eV Å⁻¹: 0.86
Multiplicity: 4
Charge: 0
Expectation value of S²: 3.81
Total energy in Eh: -3304.2231

Last column: Mulliken spin population.
Element x y z (Å)
1 Cr -0.4105 -0.3173 0.4180  3.233
2 N -4.0597 -2.1248 -0.0465  0.004
3 C -2.9130 -1.6047 0.3987  0.004
4 O -2.3297 -0.7238 -0.2625  -0.025
5 C -2.3045 -2.0681 1.6778  0.020
6 C -0.7937 -2.0940 1.4208  -0.206
7 H -4.4098 -1.8476 -0.9486  0.000
8 H -4.5102 -2.8760 0.4429  -0.001
9 H -2.7406 -3.0095 2.0249  -0.008
10 H -2.5134 -1.2925 2.4205  -0.001
11 H -0.5260 -2.9447 0.7882  -0.003
12 H -0.2397 -2.1662 2.3544  0.010
13 O 1.9699 -1.4480 3.3355  -0.001
14 P 2.1361 -0.1206 2.4420  0.006
15 O 3.5302 0.3363 2.4021  -0.001
16 O 1.4513 -0.4189 1.1138  -0.015
17 O 1.1415 0.9083 3.2338  0.001
18 P 0.0971 1.7584 2.3325  0.000
19 O -0.4902 2.8080 3.3789  0.000
20 O 0.7874 2.4571 1.2353  0.002
21 O -1.0369 0.7899 1.9546  -0.024
22 H 2.6594 -1.4534 4.0077  0.001
23 H -1.0186 2.3823 4.0619  0.000
24 C 3.5378 -2.8740 -1.7349  0.000
25 O 2.1513 -2.6789 -1.4585  -0.001
26 C 1.6317 -1.4526 -1.3504  -0.002
27 O 0.4185 -1.3706 -1.1982  -0.004
28 N 2.4854 -0.4140 -1.4323  -0.001
29 N 1.9609 0.8856 -1.3003  0.007
30 H 3.6470 -3.9334 -1.9426  0.000
31 H 4.1478 -2.6151 -0.8669  0.000
32 H 3.8506 -2.2953 -2.6039  0.000
33 H 3.3960 -0.5735 -1.0214  0.000
34 H 2.6221 1.5214 -1.7278  0.000
35 H 1.8554 1.1249 -0.3128  0.001
36 C -0.9386 1.1724 -2.9615  -0.002
37 P -0.7934 1.7098 -1.2125  -0.001
38 C -2.5166 2.2681 -0.8866  -0.004
39 C 0.0099 3.3367 -1.4257  0.008
40 H -1.4649 1.9184 -3.5592  -0.001
41 H -1.4748 0.2239 -3.0035  0.002
42 H 0.0633 1.0210 -3.3643  0.001
43 H -2.7608 3.1454 -1.4876  -0.001
44 H -2.6165 2.5117 0.1718  0.002
45 H -3.2075 1.4605 -1.1187  0.001
46 H -0.4841 3.8751 -2.2363  -0.001
47 H 1.0664 3.2084 -1.6575  0.001
48 H -0.0633 3.8937 -0.4951  0.000

***

Record 4
Formula: C8H23INO4
Source: the OMol25 dataset
Level of theory: ωB97M-V/def2-TZVPD

Values from the calculation:
Maximum force in eV Å⁻¹: 0.70
Charge: -1
Total energy in Eh: -972.0404

Last column: natural (NBO) charge in e.
Element x y z (Å)
1 I -31.0627 20.9877 -35.4687  -0.915
2 C -29.9702 20.2213 -29.2951  -0.233
3 O -29.2788 20.6981 -30.3988  -0.536
4 C -29.9102 21.7655 -31.0936  -0.060
5 C -28.8864 22.6408 -31.7710  -0.243
6 N -28.2663 21.9463 -32.8880  -0.618
7 C -27.3717 22.8026 -33.6678  -0.252
8 C -26.1022 23.1576 -32.9500  -0.065
9 O -25.2881 22.0064 -32.8087  -0.531
10 C -24.1025 22.2731 -32.1263  -0.239
11 H -29.2584 19.9582 -28.5062  0.170
12 H -30.5653 19.3267 -29.5372  0.162
13 H -30.6623 20.9688 -28.8726  0.151
14 H -30.5132 22.3539 -30.3840  0.151
15 H -30.6061 21.3731 -31.8510  0.188
16 H -28.1283 22.9357 -31.0423  0.175
17 H -29.4223 23.5498 -32.1033  0.173
18 H -29.0469 21.7039 -33.4959  0.385
19 H -27.8788 23.7272 -33.9894  0.191
20 H -27.1089 22.2580 -34.5779  0.210
21 H -26.3176 23.5546 -31.9498  0.155
22 H -25.5676 23.9246 -33.5272  0.155
23 H -23.3410 22.7382 -32.7740  0.150
24 H -23.6853 21.3352 -31.7534  0.184
25 H -24.2623 22.9313 -31.2600  0.155
26 C -30.3315 25.0715 -35.9502  -0.241
27 O -30.1163 24.2963 -34.7913  -0.775
28 H -29.7941 24.6708 -36.8151  0.161
29 H -31.3975 25.1504 -36.2066  0.155
30 H -29.9812 26.0865 -35.7501  0.159
31 H -30.4338 23.3927 -34.9927  0.500
32 C -29.4154 17.1342 -34.3580  -0.239
33 O -29.2278 18.3937 -33.7783  -0.742
34 H -30.2325 17.1143 -35.0915  0.166
35 H -28.5055 16.8132 -34.8787  0.152
36 H -29.6707 16.3758 -33.6036  0.142
37 H -29.9225 18.9831 -34.1086  0.499

***

Record 5
Formula: C8H23LiNO6
Source: the OMol25 dataset
Level of theory: ωB97M-V/def2-TZVPD

Values from the calculation:
Maximum force in eV Å⁻¹: 16.43
Energy relative to the best compared isomer or geometry (same formula, charge and spin) in kJ/mol: 789.5
Charge: -1
Total energy in Eh: -831.9748

Last column: natural (NBO) charge in e.
Element x y z (Å)
1 Li 3.2547 -8.7487 -4.7389  0.814
2 O 3.4806 -7.4042 -3.6166  -0.848
3 C 3.5670 -6.6491 -4.7979  -0.128
4 C 2.7470 -7.2552 -6.0691  -0.136
5 O 2.9614 -8.5708 -6.5031  -0.838
6 H 4.6072 -6.4798 -5.0763  0.132
7 H 3.1869 -5.6695 -4.5083  0.150
8 H 2.7555 -6.5398 -6.8914  0.145
9 H 1.7113 -7.3158 -5.7347  0.150
10 C 6.1375 -10.0443 -3.4649  -0.231
11 O 4.9381 -9.8755 -4.1908  -0.534
12 C 4.2163 -11.0770 -4.1153  -0.082
13 C 2.9495 -10.8398 -4.9484  -0.276
14 N 2.1095 -9.6931 -4.5716  -0.746
15 C 1.4664 -9.9374 -3.2614  -0.241
16 C 0.1763 -9.1628 -2.9975  -0.066
17 O -0.6974 -9.2189 -4.1330  -0.532
18 C -1.1859 -10.5358 -4.3528  -0.249
19 H 6.0091 -10.0970 -2.3838  0.189
20 H 6.8521 -9.2474 -3.6707  0.200
21 H 6.6403 -10.9294 -3.8547  0.134
22 H 3.7902 -11.3519 -3.1504  0.155
23 H 4.7525 -11.9887 -4.3788  0.166
24 H 2.2974 -11.7095 -4.8675  0.169
25 H 3.1143 -10.5193 -5.9771  0.257
26 H 1.4073 -9.6453 -5.2960  0.437
27 H 2.1446 -9.7440 -2.4303  0.193
28 H 1.1298 -10.9653 -3.1271  0.143
29 H 0.3400 -8.1508 -2.6272  0.198
30 H -0.2947 -9.6357 -2.1358  0.144
31 H -1.8434 -10.4625 -5.2190  0.192
32 H -1.7214 -10.9632 -3.5050  0.146
33 H -0.4136 -11.2840 -4.5311  0.170
34 O 1.4534 -9.7010 -6.5699  -1.047
35 H 1.6936 -9.9603 -7.4595  0.461
36 H 2.1222 -9.0648 -6.3165  0.416
37 O 4.8585 -7.8379 -2.4907  -1.065
38 H 4.4345 -7.5451 -3.2974  0.435
39 H 4.1780 -8.3234 -2.0245  0.423

***

Record 6
Formula: C8H23N2O4V
Source: the OMol25 dataset
Level of theory: ωB97M-V/def2-TZVPD

Values from the calculation:
Maximum force in eV Å⁻¹: 3.03
Multiplicity: 2
Energy relative to the best compared isomer or geometry (same formula, charge and spin) in kJ/mol: 0.0
Charge: +1
Expectation value of S²: 0.77
Total energy in Eh: -1672.8892

Last column: Mulliken spin population.
Element x y z (Å)
1 O -10.5379 1.1707 -11.7669  -0.188
2 V -9.3528 2.0676 -11.3178  1.198
3 O -10.2029 2.9068 -9.7451  -0.016
4 H -10.4581 3.8099 -9.9628  0.009
5 C -11.5569 5.6213 -12.6323  0.000
6 C -11.2401 4.1404 -12.7162  -0.007
7 C -11.7236 3.6016 -14.0419  0.001
8 O -11.2909 2.2891 -14.2322  -0.001
9 C -11.9411 1.6739 -15.3236  0.000
10 N -9.7588 3.8967 -12.5155  -0.019
11 H -12.6271 5.8267 -12.6403  0.001
12 H -11.0744 6.1649 -13.4500  0.000
13 H -11.2140 6.0720 -11.6944  -0.001
14 H -11.7681 3.6193 -11.9166  0.005
15 H -11.3471 4.2297 -14.8678  0.000
16 H -12.8175 3.6861 -14.0130  0.000
17 H -11.3722 0.7831 -15.5827  0.000
18 H -11.9509 2.3211 -16.2099  0.000
19 H -12.9707 1.3989 -15.0799  0.000
20 H -9.4159 4.6561 -11.9215  0.005
21 H -9.3308 4.1131 -13.4186  0.004
22 C -5.1038 3.1995 -12.0798  0.000
23 C -6.5636 2.7751 -12.1800  -0.005
24 C -6.7602 1.5229 -12.9895  0.001
25 O -8.1631 1.2544 -13.0418  0.011
26 C -8.4154 -0.0116 -13.6582  0.003
27 N -7.2250 2.6558 -10.8602  0.003
28 H -4.9758 3.9918 -11.3411  0.000
29 H -4.6825 3.5793 -13.0093  0.000
30 H -4.4883 2.3471 -11.7725  0.000
31 H -7.0424 3.5284 -12.8165  -0.003
32 H -6.2101 0.6600 -12.5957  -0.002
33 H -6.4074 1.7244 -14.0040  -0.001
34 H -9.4839 -0.0684 -13.8498  -0.001
35 H -8.1810 -0.8168 -12.9575  0.000
36 H -7.8619 -0.1156 -14.5885  0.000
37 H -7.2460 3.5760 -10.4086  0.001
38 H -6.5638 2.2050 -10.2200  0.002